--- one ---
C5H10N3 | ωB97M-V/def2-TZVPD

Summary:
- SMILES: C/N=C(\C)[C@@H]1NC1=[NH2+]
- Highest occupied orbital energy: -13.278 eV
- Total charge: +1
- HOMO-LUMO gap: 9.351 eV

Bonds (Å) are listed after each position.
Cartesian coordinates (Å):
1 N -0.77065 1.24300 -0.82859  C4 1.279, C8 1.519
2 N 1.32942 -1.86454 -0.69001  C5 1.275, C7 1.530, H16 1.067
3 N 3.19934 -0.44241 -0.04566  C5 1.274, H13 0.956, H18 1.095
4 C -0.34030 0.11507 -0.40553  N1 1.279, C6 1.515, C7 1.468
5 C 2.09211 -0.85686 -0.52028  N2 1.275, N3 1.274, C7 1.488
6 C -0.64293 -0.63950 0.87323  C4 1.515, H9 1.107, H10 1.038, H14 1.121
7 C 0.77950 -0.50479 -1.12545  N2 1.530, C4 1.468, C5 1.488, H11 1.111
8 C -1.82125 2.02411 -0.05842  N1 1.519, H12 1.080, H15 1.114, H17 1.115
9 H -1.72458 -0.81959 0.71924  C6 1.107
10 H -0.67008 -0.08216 1.74804  C6 1.038
11 H 0.78032 -0.24807 -2.20673  C7 1.111
12 H -1.27458 2.91827 0.20311  C8 1.080
13 H 3.85206 -0.99690 0.37810  N3 0.956
14 H 0.14249 -1.40794 1.09736  C6 1.121
15 H -2.22210 1.42972 0.79376  C8 1.114
16 H 1.31291 -2.75170 -1.28233  N2 1.067
17 H -2.46257 2.19645 -0.95367  C8 1.115
18 H 3.46321 0.61737 -0.11764  N3 1.095

---

--- two ---
C5H10N3 | ωB97M-V/def2-TZVPD

Summary:
- Highest occupied orbital energy: -13.253 eV
- Total charge: +1
- HOMO-LUMO gap: 8.870 eV

Bonds (Å) are listed after each position.
Cartesian coordinates (Å):
1 N 0.52789 -0.14067 -0.17450  N3 1.336, C8 1.338
2 N -1.18577 1.44372 -0.34678  N3 1.357, H11 0.978, H13 1.065
3 N -0.05831 0.86497 -0.83072  N1 1.336, N2 1.357, C6 1.318
4 C -1.16265 -1.34799 1.74435  C5 1.503, H10 1.147, H12 1.062, H16 1.169
5 C 0.06728 -0.48412 1.73983  C4 1.503, H14 1.025, H15 1.109
6 C 0.53520 1.10952 -1.98157  N3 1.318, C7 1.379, H17 1.060
7 C 1.66442 0.31929 -1.94106  C6 1.379, C8 1.378, H9 0.989
8 C 1.67031 -0.45045 -0.79843  N1 1.338, C7 1.378, H18 1.088
9 H 2.28217 0.27842 -2.71172  C7 0.989
10 H -2.06547 -0.64074 1.72189  C4 1.147
11 H -1.56488 0.90603 0.37665  N2 0.978
12 H -1.24730 -2.02359 2.55886  C4 1.062
13 H -1.83714 1.75245 -1.13129  N2 1.065
14 H 1.00170 -0.90442 1.71538  C5 1.025
15 H 0.05356 0.57389 2.07247  C5 1.109
16 H -1.20504 -2.03635 0.80063  C4 1.169
17 H 0.23717 1.97741 -2.51158  C6 1.060
18 H 2.28685 -1.19740 -0.30240  C8 1.088

---

--- three ---
C5H10N3 | ωB97M-V/def2-TZVPD

Summary:
- SMILES: NCC[n+]1ccc[nH]1
- Highest occupied orbital energy: -14.018 eV
- Total charge: +1
- HOMO-LUMO gap: 11.209 eV

Bonds (Å) are listed after each position.
Cartesian coordinates (Å):
1 N 0.68904 -0.75539 0.33679  N2 1.339, C8 1.358, H10 1.263
2 N 0.60086 0.54385 0.02721  N1 1.339, C4 1.321, C6 1.694
3 N -1.85280 -1.09410 -0.01017  C5 1.415, H11 1.035, H13 0.990
4 C 1.78685 1.09064 -0.17458  N2 1.321, C7 1.367, H17 1.098
5 C -1.87913 0.28077 -0.34507  N3 1.415, C6 1.465, H9 1.147, H14 1.123
6 C -0.94651 1.10793 0.42524  N2 1.694, C5 1.465, H15 1.031, H18 1.088
7 C 2.71877 0.09269 -0.23494  C4 1.367, C8 1.401, H16 1.103
8 C 1.99704 -1.05326 0.12408  N1 1.358, C7 1.401, H12 1.154
9 H -2.93790 0.71850 -0.39754  C5 1.147
10 H -0.46388 -1.22732 0.13014  N1 1.263
11 H -2.12558 -1.39668 0.94156  N3 1.035
12 H 2.38450 -2.13841 0.05576  C8 1.154
13 H -2.09141 -1.82621 -0.63296  N3 0.990
14 H -1.59969 0.22230 -1.43078  C5 1.123
15 H -0.94922 0.89936 1.43469  C6 1.031
16 H 3.81808 0.18509 -0.21812  C7 1.103
17 H 1.87657 2.18442 -0.21375  C4 1.098
18 H -1.02560 2.16580 0.18242  C6 1.088

---

--- four ---
C5H10N3 | ωB97M-V/def2-TZVPD

Summary:
- SMILES: C/C=C/N=[NH+]\C=N\C
- Highest occupied orbital energy: -14.430 eV
- Total charge: +1
- HOMO-LUMO gap: 8.131 eV

Bonds (Å) are listed after each position.
Cartesian coordinates (Å):
1 N -0.30457 -0.41145 1.49611  C4 1.447, C7 1.269
2 N -2.02264 -0.14415 -0.17963  N3 1.264, C7 1.444, H9 1.045
3 N -1.57899 0.07839 -1.34170  N2 1.264, C8 1.364
4 C 0.09831 -0.92048 2.78938  N1 1.447, H10 1.171, H12 1.039, H17 1.037
5 C 0.88638 0.54545 -1.25406  C6 1.455, C8 1.464, H18 1.060
6 C 2.06771 1.00403 -1.96984  C5 1.455, H13 1.054, H14 1.083, H15 1.096
7 C -1.48744 -0.60511 1.08026  N1 1.269, N2 1.444, H11 1.105
8 C -0.41387 0.48376 -1.92408  N3 1.364, C5 1.464, H16 1.003
9 H -2.99669 -0.52082 -0.13877  N2 1.045
10 H 0.54625 -0.04559 3.42620  C4 1.171
11 H -2.31133 -0.98016 1.71356  C7 1.105
12 H -0.65228 -1.26805 3.41775  C4 1.039
13 H 1.75660 1.56752 -2.80466  C6 1.054
14 H 2.68191 0.22182 -2.39881  C6 1.083
15 H 2.67070 1.68620 -1.35983  C6 1.096
16 H -0.39746 0.77010 -2.88521  C8 1.003
17 H 0.69680 -1.73814 2.56996  C4 1.037
18 H 0.76061 0.27669 -0.23664  C5 1.060

---

Last place for stability: four

---

--- one ---
H7O3 | ωB97M-V/def2-TZVPD

Summary:
- Highest occupied orbital energy: -16.658 eV
- Total charge: +1
- HOMO-LUMO gap: 13.020 eV

Bonds (Å) are listed after each position.
Cartesian coordinates (Å):
1 O -0.33990 0.80411 2.17499  H6 0.974, H9 0.966
2 O 0.51332 -0.33882 0.16941  H4 0.967, H7 1.042, H8 0.983
3 O -0.15512 -0.61369 -2.42352  H5 0.969, H10 0.972
4 H 1.35560 -0.80953 0.10469  O2 0.967
5 H -0.59108 0.23814 -2.57416  O3 0.969
6 H -0.34450 0.32497 3.02259  O1 0.974
7 H 0.23268 0.09327 1.07553  O2 1.042
8 H 0.04207 -0.35840 -0.69269  O2 0.983
9 H -0.39171 1.74163 2.40166  O1 0.966
10 H -0.32136 -1.08168 -3.25851  O3 0.972

---

--- two ---
H7O3 | ωB97M-V/def2-TZVPD

Summary:
- Highest occupied orbital energy: -16.571 eV
- Total charge: +1
- HOMO-LUMO gap: 12.828 eV

Bonds (Å) are listed after each position.
Cartesian coordinates (Å):
1 O -0.03491 -0.83798 -0.67649  H6 1.020, H7 1.020, H9 0.937
2 O 1.91561 0.10872 1.02828  H4 0.999, H5 1.043
3 O -1.86148 0.72944 -0.42421  H8 1.026, H10 0.997
4 H 2.47242 0.93390 0.94745  O2 0.999
5 H 2.39837 -0.44264 1.77102  O2 1.043
6 H -0.73505 -0.11806 -0.85552  O1 1.020
7 H 0.59394 -0.29145 -0.08737  O1 1.020
8 H -2.48137 0.49303 0.35812  O3 1.026
9 H -0.00467 -1.73429 -0.40634  O1 0.937
10 H -2.39748 1.15804 -1.14796  O3 0.997

---

Last place for stability: two